# 1
Here is 7 unconnected molecules or ions with the total composition C46H43FN3O17P in a non-equilibrium geometry from OMol25. Energies are from ωB97M-V with the def2-TZVPD basis set.

As for the spin multiplicity: 1. As for the highest occupied orbital energy: -0.0170 hartree. As for the total energy: -99666.9084 eV. Its orbital gap is 1.34 eV. The calculation puts the LUMO energy at 0.881 eV. As for the total charge: -2.

CARTESIAN COORDINATES (ANGSTROEM)
N (4.975, -5.177, 1.108)
C (5.559, -4.073, 0.505)
N (6.032, -4.162, -0.940)
N (5.663, -2.818, 1.347)
C (6.440, -1.715, 0.664)
C (5.350, -0.824, -0.228)
C (3.899, -0.643, 0.539)
C (2.687, -1.547, -0.120)
P (1.085, -1.244, 0.922)
C (1.478, -2.804, 2.012)
O (1.336, -4.015, 1.420)
O (1.956, -2.700, 3.416)
O (-0.231, -0.655, 1.959)
C (-1.411, -0.743, 1.080)
C (-1.333, -2.308, 0.520)
C (-2.540, -2.747, -0.524)
C (-3.703, -3.690, 0.219)
O (-3.745, -3.841, 1.547)
F (-4.735, -4.352, -0.622)
O (0.068, -2.366, -0.008)
H (4.934, -5.991, 0.457)
H (5.965, -5.156, -1.273)
H (5.356, -3.636, -1.548)
H (5.990, -3.011, 2.319)
H (6.802, -0.971, 1.525)
H (7.367, -2.070, 0.044)
H (5.262, -1.230, -1.322)
H (5.845, 0.257, -0.312)
H (3.592, 0.501, 0.392)
H (4.016, -0.785, 1.710)
H (2.948, -2.682, -0.257)
H (2.489, -1.127, -1.219)
H (1.881, -0.342, 1.756)
H (0.900, -0.132, 0.020)
H (-1.426, 0.026, 0.198)
H (-2.340, -0.488, 1.770)
H (-1.293, -2.919, 1.535)
H (-3.115, -1.797, -0.915)
H (-2.122, -3.388, -1.411)
C (0.006, 2.971, -1.830)
C (-0.479, 4.133, -2.277)
C (-0.956, 5.173, -1.346)
O (-1.402, 6.237, -1.754)
C (-0.876, 4.881, 0.099)
C (-0.391, 3.718, 0.547)
C (0.087, 2.678, -0.385)
O (0.533, 1.614, 0.024)
H (0.360, 2.197, -2.500)
H (-0.543, 4.363, -3.334)
H (-1.230, 5.655, 0.769)
H (-0.326, 3.488, 1.604)
C (0.358, 3.656, -7.408)
C (-0.449, 3.695, -8.473)
C (-1.901, 3.913, -8.326)
O (-2.641, 3.946, -9.300)
C (-2.427, 4.089, -6.958)
C (-1.621, 4.051, -5.893)
C (-0.168, 3.832, -6.040)
O (0.571, 3.799, -5.066)
H (1.425, 3.496, -7.498)
H (-0.078, 3.568, -9.483)
H (-3.495, 4.249, -6.868)
H (-1.991, 4.177, -4.883)
C (7.735, 3.889, 1.158)
C (6.916, 2.834, 1.135)
C (7.086, 1.710, 2.077)
O (6.337, 0.743, 2.055)
C (8.195, 1.799, 3.047)
C (9.015, 2.855, 3.071)
C (8.845, 3.978, 2.128)
O (9.593, 4.945, 2.150)
H (7.625, 4.721, 0.473)
H (6.097, 2.754, 0.430)
H (8.306, 0.967, 3.732)
H (9.834, 2.934, 3.776)
C (-6.008, 1.891, -0.428)
C (-7.194, 1.788, -1.036)
C (-8.008, 0.562, -0.927)
O (-9.092, 0.467, -1.484)
C (-7.461, -0.546, -0.118)
C (-6.276, -0.444, 0.490)
C (-5.462, 0.782, 0.380)
O (-4.377, 0.878, 0.938)
H (-5.398, 2.783, -0.499)
H (-7.609, 2.593, -1.632)
H (-8.071, -1.439, -0.047)
H (-5.861, -1.248, 1.086)
C (-6.276, 3.558, 2.926)
C (-6.762, 3.221, 4.125)
C (-7.713, 4.094, 4.839)
O (-8.157, 3.787, 5.937)
C (-8.109, 5.353, 4.178)
C (-7.623, 5.691, 2.979)
C (-6.671, 4.818, 2.265)
O (-6.228, 5.125, 1.167)
H (-5.576, 2.930, 2.389)
H (-6.482, 2.300, 4.623)
H (-8.808, 5.982, 4.715)
H (-7.903, 6.611, 2.481)
C (0.397, -9.886, 0.934)
C (0.358, -9.082, -0.132)
C (0.565, -7.626, -0.002)
O (0.527, -6.889, -0.978)
C (0.818, -7.093, 1.351)
C (0.857, -7.898, 2.418)
C (0.650, -9.353, 2.288)
O (0.688, -10.090, 3.264)
H (0.247, -10.956, 0.857)
H (0.174, -9.457, -1.132)
H (0.969, -6.024, 1.429)
H (1.041, -7.522, 3.418)



# 2
Here is 2 unconnected molecules or ions with the total composition C46H43N5O2 in a non-equilibrium geometry from OMol25. Energies are from ωB97M-V with the def2-TZVPD basis set.

As for the spin multiplicity: 1. As for the highest occupied orbital energy: -0.2310 hartree. As for the total energy: -59941.9874 eV. Its orbital gap is 6.12 eV. The calculation puts the LUMO energy at -0.166 eV. The value obtained for the energy relative to the best compared isomer or geometry (same formula, charge and spin) is 0.0 kcal/mol.

CARTESIAN COORDINATES (ANGSTROEM)
C (-7.118, -0.137, 4.666)
O (-6.247, -1.079, 3.994)
C (-4.945, -0.737, 3.793)
C (-4.109, -1.702, 3.178)
C (-2.759, -1.471, 3.036)
C (-2.165, -0.237, 3.418)
C (-0.719, -0.076, 3.337)
C (-0.045, 0.681, 4.270)
C (1.370, 0.759, 4.284)
N (2.535, 0.853, 4.327)
C (-0.668, 1.260, 5.420)
N (-1.131, 1.753, 6.382)
C (-3.035, 0.741, 3.951)
C (-4.382, 0.502, 4.181)
H (-8.067, -0.669, 4.709)
H (-6.754, 0.081, 5.682)
H (-7.232, 0.796, 4.095)
H (-4.563, -2.631, 2.838)
H (-2.103, -2.268, 2.674)
H (-0.174, -0.826, 2.777)
H (-2.641, 1.718, 4.226)
H (-5.000, 1.267, 4.662)
C (-4.202, 0.818, -3.244)
C (-2.901, 0.238, -2.778)
C (-2.848, -0.526, -1.612)
C (-1.642, -1.079, -1.167)
C (-1.585, -2.004, 0.004)
C (-0.476, -0.740, -1.849)
N (0.787, -1.011, -1.223)
C (1.623, -2.075, -1.537)
C (1.094, -3.367, -1.961)
C (1.635, -4.491, -1.300)
C (0.967, -5.711, -1.362)
C (-0.168, -5.847, -2.175)
C (-0.595, -4.778, -2.974)
C (0.042, -3.542, -2.892)
N (2.862, -1.782, -1.236)
N (2.843, -0.487, -0.693)
C (4.111, 0.210, -0.663)
C (4.951, 0.154, -1.795)
C (4.522, -0.464, -3.083)
C (6.231, 0.710, -1.722)
C (6.704, 1.347, -0.570)
C (8.108, 1.881, -0.496)
C (5.837, 1.431, 0.523)
C (4.563, 0.861, 0.500)
C (3.731, 0.940, 1.731)
C (1.574, -0.035, -0.663)
C (0.843, 0.947, 0.189)
O (0.428, 0.587, 1.328)
C (0.428, 2.214, -0.424)
C (1.124, 2.780, -1.589)
C (-0.846, 2.726, 0.031)
C (-1.187, 2.760, 1.402)
C (-2.481, 3.041, 1.808)
C (-3.505, 3.121, 0.859)
C (-3.175, 3.214, -0.501)
C (-1.843, 3.116, -0.900)
C (-0.500, -0.061, -3.070)
C (0.731, 0.105, -3.911)
C (-1.728, 0.450, -3.508)
H (-4.085, 1.279, -4.230)
H (-4.971, 0.039, -3.316)
H (-4.573, 1.586, -2.552)
H (-3.761, -0.699, -1.032)
H (-0.919, -1.588, 0.772)
H (-2.586, -2.124, 0.437)
H (-1.220, -3.007, -0.269)
H (2.539, -4.354, -0.704)
H (1.326, -6.553, -0.768)
H (-0.703, -6.797, -2.211)
H (-1.438, -4.904, -3.655)
H (-0.254, -2.715, -3.538)
H (5.358, -0.387, -3.788)
H (4.287, -1.525, -2.952)
H (3.656, 0.037, -3.537)
H (6.881, 0.651, -2.598)
H (8.166, 2.760, 0.156)
H (8.809, 1.135, -0.099)
H (8.474, 2.167, -1.487)
H (6.162, 1.933, 1.438)
H (4.386, 0.932, 2.609)
H (3.146, 1.870, 1.763)
H (3.028, 0.108, 1.807)
H (0.950, 3.867, -1.625)
H (2.209, 2.614, -1.521)
H (0.783, 2.346, -2.547)
H (-0.398, 2.596, 2.134)
H (-2.689, 3.200, 2.865)
H (-4.553, 3.151, 1.177)
H (-3.949, 3.394, -1.251)
H (-1.545, 3.275, -1.941)
H (0.443, 0.570, -4.864)
H (1.485, 0.758, -3.446)
H (1.210, -0.859, -4.151)
H (-1.760, 1.011, -4.446)



# 3
Here is a molecular structure, C46H43N6OSiSn in a non-equilibrium geometry from OMol25. Energies are from ωB97M-V with the def2-TZVPD basis set.

As for the spin multiplicity: 1. As for the highest occupied orbital energy: -0.1281 hartree. As for the total energy: -73098.1367 eV. Its orbital gap is 5.72 eV. The calculation puts the LUMO energy at 2.237 eV. As for the total charge: -1. The value obtained for the energy relative to the best compared isomer or geometry (same formula, charge and spin) is 0.0 kcal/mol.

CARTESIAN COORDINATES (ANGSTROEM)
Sn (10.969, 13.774, 6.870)
N (7.371, 23.419, 7.496)
C (8.026, 22.493, 7.678)
C (8.625, 21.204, 7.735)
C (9.634, 20.920, 8.720)
C (10.154, 19.615, 8.747)
C (9.774, 18.582, 7.899)
C (8.818, 18.926, 6.918)
C (8.257, 20.184, 6.844)
C (10.107, 17.137, 8.014)
C (11.444, 16.761, 7.885)
C (12.484, 17.724, 7.562)
C (13.586, 17.024, 7.216)
C (13.353, 15.601, 7.499)
N (12.010, 15.503, 7.903)
C (9.024, 16.173, 7.882)
C (7.694, 16.255, 8.244)
C (7.031, 15.223, 7.521)
C (7.970, 14.625, 6.759)
N (9.166, 15.116, 6.991)
H (9.932, 21.668, 9.429)
H (10.913, 19.398, 9.479)
H (8.543, 18.143, 6.227)
H (7.474, 20.328, 6.111)
H (12.309, 18.766, 7.553)
H (14.480, 17.411, 6.723)
H (15.276, 15.152, 6.991)
H (7.378, 16.985, 8.987)
H (5.921, 15.049, 7.493)
H (7.793, 13.714, 6.098)
C (8.180, 12.102, 10.132)
C (8.373, 10.745, 10.058)
C (9.358, 10.264, 9.211)
C (10.117, 11.155, 8.434)
C (9.899, 12.551, 8.490)
C (8.878, 13.001, 9.297)
C (11.212, 10.632, 7.518)
C (11.203, 9.449, 6.778)
C (12.247, 9.203, 5.960)
C (13.337, 10.058, 5.915)
C (14.492, 9.810, 5.105)
C (15.461, 10.759, 5.056)
C (15.375, 11.908, 5.830)
C (14.396, 12.140, 6.734)
C (13.319, 11.205, 6.715)
N (12.199, 11.503, 7.438)
H (7.368, 12.466, 10.696)
H (7.934, 10.090, 10.770)
H (9.534, 9.187, 9.090)
H (8.633, 14.087, 9.333)
H (10.297, 8.824, 6.771)
H (12.223, 8.430, 5.196)
H (14.548, 8.822, 4.598)
H (16.298, 10.521, 4.387)
H (16.195, 12.629, 5.709)
H (13.340, 13.106, 8.286)
C (13.865, 18.596, 15.449)
C (13.270, 18.336, 14.077)
N (12.442, 17.141, 13.826)
C (11.022, 17.330, 13.546)
C (10.245, 18.016, 14.706)
C (13.091, 15.920, 13.744)
O (14.286, 15.853, 14.008)
C (12.343, 14.694, 13.259)
C (12.422, 13.434, 13.915)
C (11.900, 12.356, 13.247)
C (11.375, 12.478, 11.975)
N (11.356, 13.637, 11.332)
C (11.888, 14.737, 11.930)
H (14.594, 19.397, 15.348)
H (14.388, 17.729, 15.818)
H (13.107, 18.978, 16.142)
H (14.055, 18.398, 13.320)
H (12.696, 19.265, 13.850)
H (10.552, 16.333, 13.398)
H (10.960, 17.978, 12.647)
H (10.353, 17.443, 15.590)
H (9.192, 18.207, 14.412)
H (10.692, 19.044, 14.923)
H (12.946, 13.394, 14.813)
H (11.988, 11.340, 13.692)
H (11.001, 11.569, 11.476)
H (11.934, 15.612, 11.334)
C (15.232, 14.332, 10.433)
Si (15.554, 12.981, 9.127)
C (15.390, 11.438, 10.170)
C (17.300, 12.952, 8.467)
C (14.310, 13.224, 7.746)
C (14.337, 14.698, 7.385)
H (16.019, 14.807, 11.018)
H (14.586, 13.895, 11.234)
H (14.587, 15.091, 10.009)
H (15.816, 10.547, 9.693)
H (14.370, 11.248, 10.560)
H (16.013, 11.666, 11.106)
H (17.469, 11.957, 7.946)
H (18.015, 12.993, 9.267)
H (17.463, 13.670, 7.600)



# 4
Here is a molecular structure, C46H44Br2N7O15Sr in a non-equilibrium geometry from OMol25. Energies are from ωB97M-V with the def2-TZVPD basis set.

As for the spin multiplicity: 1. As for the highest occupied orbital energy: -0.3457 hartree. As for the total energy: -230443.4281 eV. Its orbital gap is 2.52 eV. The calculation puts the LUMO energy at -6.890 eV. As for the total charge: +1. The value obtained for the energy relative to the best compared isomer or geometry (same formula, charge and spin) is 219.4 kcal/mol.

CARTESIAN COORDINATES (ANGSTROEM)
Sr (4.939, 4.111, -3.100)
C (-0.754, -0.808, -0.639)
C (0.743, -0.797, -0.847)
O (1.304, 0.463, -0.635)
H (-1.144, -0.460, 0.317)
H (-0.978, -1.867, -0.771)
H (-1.254, -0.322, -1.477)
H (0.969, -1.112, -1.866)
H (1.255, -1.514, -0.205)
Br (-5.071, -0.620, 6.161)
C (-4.878, -2.552, 6.558)
C (-3.459, -3.053, 6.260)
Br (-3.498, -5.039, 6.745)
H (-5.575, -3.129, 5.952)
H (-5.216, -2.675, 7.587)
H (-2.724, -2.690, 6.979)
H (-3.055, -2.946, 5.253)
C (-7.601, -6.380, 1.800)
C (-7.099, -5.345, 0.891)
C (-7.769, -4.138, 0.854)
C (-8.940, -3.907, 1.536)
C (-9.567, -4.982, 2.217)
C (-8.871, -6.209, 2.376)
N (-9.624, -2.577, 1.527)
O (-8.962, -1.637, 1.046)
O (-10.689, -2.451, 2.122)
H (-7.120, -7.335, 1.948)
H (-6.111, -5.447, 0.467)
H (-7.413, -3.328, 0.236)
H (-10.505, -4.896, 2.746)
H (-9.447, -6.994, 2.843)
C (-6.310, 4.256, -5.956)
C (-5.861, 4.326, -7.244)
C (-4.518, 4.404, -7.550)
C (-3.616, 4.456, -6.506)
C (-4.069, 4.332, -5.167)
C (-5.452, 4.232, -4.891)
N (-2.185, 4.703, -6.745)
O (-1.886, 4.750, -7.908)
O (-1.379, 4.798, -5.793)
H (-7.384, 4.234, -5.840)
H (-6.549, 4.251, -8.072)
H (-4.139, 4.501, -8.556)
H (-3.385, 4.408, -4.335)
H (-5.874, 4.089, -3.907)
C (8.197, -6.506, -3.022)
C (7.103, -5.726, -3.291)
C (6.443, -5.932, -4.428)
C (6.938, -6.782, -5.414)
C (8.150, -7.453, -5.202)
C (8.779, -7.393, -3.993)
N (6.279, -6.836, -6.700)
O (6.880, -7.324, -7.659)
O (5.202, -6.266, -6.888)
H (8.536, -6.429, -1.999)
H (6.748, -5.018, -2.557)
H (5.559, -5.323, -4.543)
H (8.609, -8.047, -5.979)
H (9.711, -7.912, -3.823)
C (2.813, 4.297, 6.975)
C (3.654, 3.801, 6.034)
C (4.786, 4.521, 5.854)
C (5.259, 5.533, 6.754)
C (4.424, 5.889, 7.762)
C (3.127, 5.377, 7.796)
N (6.628, 6.190, 6.580)
O (7.140, 6.799, 7.539)
O (7.198, 6.268, 5.547)
H (1.843, 3.831, 7.059)
H (3.240, 3.037, 5.393)
H (5.478, 4.306, 5.053)
H (4.853, 6.710, 8.316)
H (2.356, 5.558, 8.530)
C (-2.157, -1.845, -9.674)
C (-3.173, -1.378, -10.509)
C (-4.536, -1.422, -10.170)
C (-4.919, -1.923, -8.947)
C (-3.881, -2.323, -8.134)
C (-2.546, -2.288, -8.454)
N (-6.301, -1.797, -8.360)
O (-6.570, -2.355, -7.241)
O (-7.156, -1.192, -8.992)
H (-1.105, -1.975, -9.879)
H (-2.888, -0.759, -11.347)
H (-5.188, -1.032, -10.937)
H (-4.073, -2.531, -7.091)
H (-1.848, -2.652, -7.715)
C (8.400, -3.395, 5.304)
C (7.017, -2.940, 5.252)
C (6.159, -3.276, 6.289)
C (6.677, -4.083, 7.361)
C (8.014, -4.441, 7.466)
C (8.873, -4.120, 6.377)
N (5.780, -4.532, 8.484)
O (4.791, -3.831, 8.715)
O (6.172, -5.393, 9.260)
H (9.164, -3.199, 4.567)
H (6.628, -2.266, 4.503)
H (5.133, -2.951, 6.375)
H (8.481, -5.034, 8.238)
H (9.909, -4.407, 6.480)
C (-1.922, 9.360, 1.943)
C (-1.138, 10.518, 1.917)
C (0.271, 10.438, 1.853)
C (0.905, 9.130, 1.809)
C (0.036, 8.046, 1.937)
C (-1.344, 8.112, 2.030)
N (2.372, 8.984, 1.810)
O (2.975, 9.833, 2.388)
O (2.837, 8.057, 1.187)
H (-3.001, 9.410, 1.941)
H (-1.602, 11.491, 1.854)
H (0.882, 11.328, 1.846)
H (0.607, 7.130, 1.978)
H (-1.948, 7.230, 2.180)